DFT (ωB97M-V/def2-TZVPD) results for a structure of composition CH5BO5SZn in a non-equilibrium geometry.

```
14
CH5BO5SZn, DFT ωB97M-V/def2-TZVPD
C 2.22033 0.13744 0.24059
O 0.78646 0.43452 0.17949
S 0.31877 1.14120 -1.19962
O 0.79742 0.40435 -2.32025
O -1.28380 0.82874 -1.07075
B -1.72505 0.22536 0.10428
O -1.64998 -1.21472 0.20997
O -2.26666 0.86785 1.11690
H 2.59111 -0.27784 -0.68980
H 2.33809 -0.62048 1.00838
H 2.78551 1.00773 0.55644
H -0.90920 -1.62767 -0.26274
H -2.21949 1.83089 1.02332
Zn -1.78352 -3.13737 1.10381
```

Properties
charge: +2
maximum force: 3.1 eV/Å
E_tot: -2618.93579 a.u.
orbital gap: 0.122 hartree